# 1
This record from the OMol25 dataset describes C6H6O as an isolated structure. The level of theory is ωB97M-V/def2-TZVPD.

Output
Energy above the lowest of the compared OMol25 structures with the same formula, charge and spin: 512.3 kJ/mol
HOMO (spin up / spin down): -0.299 / -0.299 Eh
Multiplicity: 1
HOMO-LUMO gap (spin up / spin down): 8.3 / 8.3 eV
LUMO energy (spin up / spin down): 0.19 / 0.19 eV

Last column: Löwdin charge in e.
Element x y z (Å)
C 2.1036 0.0941 1.2933  0.11
C 1.5540 -0.4903 0.3739  -0.13
C 0.5766 -0.5633 -0.6697  -0.19
C 0.2398 0.7498 -0.4792  -0.02
C -1.1478 0.8344 0.0466  -0.17
O -1.5741 -0.5038 0.1971  -0.12
C -0.7306 -1.3203 -0.6222  -0.15
H 2.8341 0.5901 1.8801  0.02
H 0.9322 1.5806 -0.5515  0.13
H -1.1798 1.3269 1.0312  0.14
H -1.7530 1.4062 -0.6628  0.13
H -1.1701 -1.3770 -1.6317  0.12
H -0.6847 -2.3274 -0.2051  0.13

=====

# 2
This record from the OMol25 dataset describes a 2-piece molecular cluster, C3H5NO4 overall. The level of theory is ωB97M-V/def2-TZVPD.

Output
Energy above the lowest of the compared OMol25 structures with the same formula, charge and spin: 697.7 kJ/mol
HOMO: -0.330 Eh
Multiplicity: 1
HOMO-LUMO gap: 8.7 eV
LUMO energy: -0.24 eV

Last column: Löwdin charge in e.
Element x y z (Å)
C 1.9306 -0.8524 -1.4686  -0.04
C -1.1262 0.6128 0.0373  -0.05
C 1.1015 0.0966 0.3139  -0.12
N 2.4019 0.6813 0.7086  -0.40
O 3.1340 -0.2191 1.0789  0.04
O 1.4181 -0.9546 -2.5036  0.11
O 2.6501 1.8724 0.7198  0.11
O 0.2190 1.0620 -0.0702  -0.12
H 2.9740 -1.0250 -1.2321  0.09
H -1.4826 -0.2828 -0.4180  0.09
H -1.5473 1.5908 -0.2304  0.12
H -1.2551 0.5195 1.0470  0.06
H 0.6744 -0.6701 0.8652  0.12

=====

# 3
This record from the OMol25 dataset describes C29H49AsCdN2OP as an isolated structure. The level of theory is ωB97M-V/def2-TZVPD.

Output
Energy above the lowest of the compared OMol25 structures with the same formula, charge and spin: 33.9 kJ/mol
HOMO: -0.338 Eh
Charge: +1
Multiplicity: 1
HOMO-LUMO gap: 7.3 eV
LUMO energy: -1.88 eV

Last column: Löwdin charge in e.
Element x y z (Å)
Cd -0.8033 0.4778 0.3331  1.16
C -2.3080 -3.3403 1.1542  -0.13
C -2.5810 -3.0455 -0.3268  -0.53
C -2.6183 -4.3369 -1.1595  -0.12
P -1.4547 -1.6610 -0.8409  1.01
C -2.1717 -0.9986 -2.4517  -0.55
C -1.0923 -0.2513 -3.2348  -0.14
C -2.8885 -1.9974 -3.3541  -0.11
C 0.2577 -2.2237 -0.9884  -0.31
C 0.5627 -3.5907 -1.0865  -0.06
C 1.8422 -4.0829 -0.9457  -0.28
C 2.1544 -5.5523 -1.0575  -0.05
C 2.8599 -3.1637 -0.6697  -0.03
C 2.5998 -1.8192 -0.5554  -0.03
C 1.3004 -1.2878 -0.7138  -0.35
N 1.0540 0.0566 -0.5490  -0.13
C 2.0968 1.0088 -0.6240  -0.26
C 2.3618 1.8384 0.4767  -0.22
C 1.6893 1.6060 1.8089  -0.08
C 3.2884 2.8721 0.3732  -0.02
C 3.9892 3.1051 -0.7961  -0.28
C 5.0005 4.2123 -0.9221  -0.05
C 3.7400 2.2618 -1.8741  -0.01
C 2.8170 1.2276 -1.8206  -0.20
C 2.5995 0.3965 -3.0568  -0.02
H -3.0305 -4.0595 1.5435  0.09
H -2.3803 -2.4280 1.7503  0.05
H -1.3078 -3.7598 1.2808  0.08
H -3.5597 -2.5600 -0.3945  0.10
H -2.0671 -5.1327 -0.6588  0.08
H -2.2109 -4.2233 -2.1609  0.05
H -3.6491 -4.6778 -1.2613  0.09
H -2.9100 -0.2698 -2.0963  0.07
H -0.4021 -0.9684 -3.6817  0.09
H -0.5175 0.4211 -2.5966  0.02
H -1.5404 0.3324 -4.0423  0.09
H -2.1903 -2.7370 -3.7476  0.08
H -3.3159 -1.4608 -4.2036  0.09
H -3.7025 -2.5110 -2.8436  0.07
H -0.2397 -4.2859 -1.2877  0.08
H 1.2462 -6.1530 -1.0933  0.07
H 2.7489 -5.8781 -0.2028  0.08
H 2.7346 -5.7626 -1.9581  0.08
H 3.8741 -3.5222 -0.5333  0.12
H 3.4043 -1.1318 -0.3222  0.12
H 1.5699 0.5385 2.0065  0.05
H 0.7038 2.0882 1.8640  0.04
H 2.2998 2.0303 2.6055  0.08
H 3.4845 3.4919 1.2425  0.11
H 5.0534 4.8139 -0.0158  0.07
H 4.7478 4.8696 -1.7555  0.08
H 5.9934 3.8042 -1.1187  0.08
H 4.2825 2.4243 -2.7999  0.12
H 3.1071 0.8499 -3.9065  0.08
H 1.5401 0.3095 -3.2911  0.05
H 2.9898 -0.6135 -2.9290  0.08
C -3.7367 2.7770 -1.1997  -0.31
As -1.9432 2.8619 -0.4268  1.00
C -2.2003 4.3682 0.7921  -0.30
C -0.9978 3.7684 -1.8710  -0.29
H -4.0754 3.7848 -1.4334  0.04
H -4.4307 2.3210 -0.4954  0.03
H -3.7223 2.1833 -2.1126  0.02
H -2.6942 5.1721 0.2493  0.03
H -1.2404 4.7235 1.1632  0.03
H -2.8209 4.0708 1.6357  0.02
H -1.5133 4.6969 -2.1112  0.04
H -0.9672 3.1304 -2.7530  0.02
H 0.0256 3.9875 -1.5682  0.03
C -1.6308 2.1049 4.4913  -0.02
N -0.9176 0.8531 4.7299  -0.12
C -0.3553 0.5887 6.0507  -0.02
C -0.8044 0.0069 3.7021  -0.51
C -0.0570 -1.2842 3.8772  0.03
O -1.2950 0.3012 2.5950  -0.16
H -1.8338 2.5957 5.4378  0.09
H -2.5719 1.9018 3.9839  0.09
H -1.0412 2.7753 3.8627  0.09
H -0.6398 1.3923 6.7219  0.09
H 0.7337 0.5401 6.0222  0.10
H -0.7395 -0.3412 6.4683  0.09
H 0.0026 -1.6216 4.9071  0.08
H 0.9595 -1.1621 3.4959  0.10
H -0.5451 -2.0472 3.2747  0.08

=====

# 4
This record from the OMol25 dataset describes C38H105AlF2N11O17S2 as an isolated structure. The level of theory is ωB97M-V/def2-TZVPD.

Output
HOMO: -0.371 Eh
Charge: +1
Multiplicity: 1
HOMO-LUMO gap: 2.0 eV
LUMO energy: -8.11 eV

Last column: Löwdin charge in e.
Element x y z (Å)
Al 2.8444 -0.5328 2.7579  1.38
N 1.0472 0.3874 0.9835  -0.27
S 0.5416 1.7936 0.4962  0.42
O -0.7477 2.1689 0.9795  -0.25
O 0.9404 2.2158 -0.7941  -0.22
F 1.4047 2.7214 1.4358  -0.15
S 0.0642 -0.6006 -0.0086  0.54
O 0.4947 -0.7432 -1.3420  -0.22
O -1.3035 -0.7033 0.2905  -0.22
F 0.6580 -1.9497 0.6041  -0.20
N 4.4730 3.2297 3.1027  -0.55
O 5.2918 3.2158 2.1580  -0.02
O 3.6200 2.2839 3.1784  -0.11
O 4.4929 4.1001 3.9467  0.10
C -4.3535 3.9119 -0.4948  -0.06
C -4.0016 2.4831 -0.8233  -0.40
C -2.9022 2.4535 -1.9241  -0.22
O -2.7531 1.1500 -2.3834  -0.19
C -2.1371 1.1035 -3.6472  -0.10
N -3.5215 1.7681 0.3687  0.07
H -5.2406 3.9112 0.1327  0.08
H -4.5134 4.5392 -1.3756  0.08
H -3.5351 4.4508 -0.0074  0.06
H -4.8692 1.9458 -1.2154  0.14
H -1.9586 2.8465 -1.5218  0.12
H -3.2615 3.1534 -2.6974  0.13
H -1.2213 1.7022 -3.7069  0.07
H -2.8310 1.4585 -4.4223  0.10
H -1.8667 0.0782 -3.9009  0.07
H -3.2484 0.8244 0.0859  0.04
H -2.6257 2.1476 0.6796  0.02
C -4.0589 -2.2894 -1.7961  -0.04
C -4.8773 -1.9274 -0.5392  -0.41
C -6.0435 -2.8485 -0.3548  -0.24
O -6.9549 -2.6270 -1.4029  -0.17
C -7.9864 -3.5472 -1.3958  -0.13
N -4.0111 -1.9847 0.6584  0.06
H -3.2094 -1.6141 -1.8569  0.06
H -4.6656 -2.2271 -2.6993  0.08
H -3.6863 -3.3114 -1.6506  0.08
H -5.2535 -0.9034 -0.6285  0.14
H -6.5112 -2.6552 0.6236  0.13
H -5.7158 -3.8999 -0.3895  0.11
H -8.7232 -3.2780 -2.1485  0.09
H -8.5074 -3.5432 -0.4249  0.09
H -7.6681 -4.5827 -1.5829  0.09
H -3.7105 -2.9523 0.8299  0.04
H -3.1612 -1.4862 0.4152  0.01
C 0.3882 -5.6088 0.2378  -0.04
C -0.7669 -4.8676 0.8720  -0.39
C -2.0312 -5.6906 0.9661  -0.20
O -3.0803 -4.8493 1.4164  -0.23
C -4.3363 -5.5137 1.4558  -0.09
N -0.3742 -4.4158 2.2282  0.04
H 0.3444 -5.6116 -0.8544  0.10
H 0.3908 -6.6637 0.5263  0.09
H 1.3293 -5.1130 0.4702  0.05
H -1.0222 -4.0055 0.2477  0.14
H -1.9614 -6.5193 1.6884  0.14
H -2.2902 -6.0908 -0.0277  0.14
H -4.3534 -6.2556 2.2633  0.10
H -4.5769 -6.0030 0.5052  0.10
H -5.0810 -4.7457 1.6471  0.08
H -1.1836 -4.0368 2.7143  0.09
H -0.0749 -5.2132 2.7880  0.07
C -0.2059 -2.3922 -4.9769  -0.07
C 1.2110 -1.9192 -4.7704  -0.41
C 2.0927 -2.0387 -5.9963  -0.21
O 3.3542 -1.5524 -5.6385  -0.21
C 4.2678 -1.5286 -6.7381  -0.09
N 1.1755 -0.4840 -4.3025  0.06
H -0.2886 -3.4003 -5.3997  0.08
H -0.7563 -1.7162 -5.6384  0.08
H -0.7798 -2.4318 -4.0471  0.07
H 1.5838 -2.4782 -3.8978  0.12
H 1.6698 -1.4535 -6.8200  0.14
H 2.1589 -3.1061 -6.2405  0.13
H 3.8661 -0.9535 -7.5849  0.09
H 4.4430 -2.5538 -7.1034  0.09
H 5.2234 -1.1091 -6.4374  0.08
H 2.1925 -0.3401 -4.3753  0.06
H 0.9301 -0.4286 -3.3190  0.03
C -2.1576 -0.9976 3.6534  -0.02
C -0.7235 -0.5395 3.4434  -0.44
C -0.4504 0.6238 4.3321  -0.21
O 0.7919 1.2117 4.0946  -0.21
C 0.6648 2.6051 4.3524  -0.07
N 0.2465 -1.5701 3.7563  0.12
H -2.3640 -1.9114 3.0927  0.07
H -2.8690 -0.2939 3.2006  0.10
H -2.4735 -1.0918 4.6959  0.09
H -0.6649 -0.2550 2.4123  0.07
H -0.4345 0.2160 5.3554  0.14
H -1.2539 1.3574 4.2829  0.13
H 0.4999 2.7592 5.4303  0.11
H -0.1976 3.0520 3.8519  0.07
H 1.5613 3.1244 4.0826  0.07
H -0.0029 -1.9289 4.6915  0.11
H 0.0355 -2.4378 3.2390  0.05
C 2.3166 -5.6986 3.4269  -0.03
C 2.2335 -4.1987 3.7347  -0.40
C 3.3630 -3.7273 4.6217  -0.21
O 3.0949 -2.4252 5.0915  -0.25
C 2.5306 -2.4598 6.3911  -0.08
N 2.2524 -3.4355 2.4447  0.06
H 3.2188 -5.9394 2.8569  0.10
H 1.4786 -5.9622 2.7751  0.05
H 2.2322 -6.3287 4.3113  0.10
H 1.2439 -4.0234 4.1671  0.12
H 4.2723 -3.6578 4.0069  0.14
H 3.6023 -4.4712 5.3848  0.14
H 1.9661 -1.5322 6.5423  0.09
H 3.2907 -2.4306 7.1740  0.10
H 1.8112 -3.2714 6.5126  0.10
H 3.0159 -3.8828 1.9273  0.09
H 1.3827 -3.7060 1.9606  0.02
C 4.9856 1.8652 -0.9807  0.01
C 4.1474 0.8511 -0.1706  -0.41
C 3.8884 -0.4103 -0.9299  -0.17
O 3.2418 -1.3216 -0.0464  -0.28
C 3.0415 -2.5520 -0.6933  -0.10
N 4.8532 0.6001 1.0799  0.13
H 5.0553 2.8097 -0.4365  0.07
H 4.6277 2.0563 -1.9902  0.08
H 6.0370 1.5517 -0.9867  0.10
H 3.1885 1.3120 0.0589  0.10
H 4.8358 -0.8660 -1.2444  0.15
H 3.2532 -0.1087 -1.7704  0.14
H 2.5390 -3.2184 0.0010  0.05
H 3.9930 -3.0222 -0.9639  0.11
H 2.4047 -2.4230 -1.5696  0.09
H 5.0459 1.5413 1.4830  0.05
H 5.7538 0.1475 0.9088  0.13
C 2.5751 3.2273 -3.7398  -0.06
C 1.9742 3.3201 -5.1053  -0.43
C 2.9259 2.9302 -6.2267  -0.23
O 3.9843 3.8578 -6.2529  -0.19
C 4.7713 3.7312 -7.4200  -0.10
N 0.7858 2.4490 -5.1520  0.04
H 1.9075 3.5945 -2.9637  0.07
H 3.5303 3.7498 -3.6475  0.07
H 2.8426 2.1802 -3.5265  0.07
H 1.6316 4.3238 -5.3794  0.14
H 2.4016 2.9924 -7.1884  0.12
H 3.3245 1.9205 -6.0264  0.13
H 5.3755 2.8159 -7.3572  0.09
H 5.4079 4.6017 -7.5191  0.09
H 4.1058 3.6362 -8.2875  0.08
H 1.0148 1.5095 -4.8017  0.02
H 0.4980 2.2718 -6.1145  0.07
C -5.3287 3.7932 3.7911  -0.05
C -3.9464 3.3982 4.2992  -0.44
C -3.0491 4.5897 4.5089  -0.23
O -3.1154 5.4585 3.4126  -0.18
C -2.1233 5.1372 2.4681  -0.10
N -4.0527 2.6755 5.5934  0.02
H -5.9829 2.9359 3.6477  0.08
H -5.3091 4.3259 2.8331  0.07
H -5.7555 4.5321 4.4788  0.09
H -3.4772 2.6423 3.6550  0.12
H -2.0197 4.3363 4.7764  0.11
H -3.4768 5.1706 5.3351  0.13
H -2.2546 4.0818 2.1807  0.07
H -1.1228 5.3120 2.8741  0.09
H -2.3142 5.6961 1.5550  0.09
H -4.4930 3.2311 6.3204  0.07
H -4.6081 1.8368 5.4838  0.06
C 3.2781 5.0686 -0.0695  -0.08
C 3.5116 5.8080 -1.3532  -0.32
O 4.2057 7.0347 -1.1048  -0.08
H 4.2534 4.7447 0.3031  0.06
H 2.6939 4.1651 -0.1299  0.04
H 2.8722 5.7814 0.6504  0.09
H 2.5711 6.0566 -1.8607  0.11
H 4.1381 5.2441 -2.0410  0.10
H 3.7477 7.4991 -0.3961  0.08

=====

# 5
This record from the OMol25 dataset describes one molecule with the formula C3H4S. The level of theory is ωB97M-V/def2-TZVPD.

Output
Energy above the lowest of the compared OMol25 structures with the same formula, charge and spin: 198.0 kJ/mol
HOMO (spin up / spin down): -0.258 / -0.359 Eh
Multiplicity: 3
HOMO-LUMO gap (spin up / spin down): 7.7 / 8.1 eV
LUMO energy (spin up / spin down): 0.65 / -1.73 eV

Last column: Mulliken spin population.
Element x y z (Å)
C 0.6404 -0.6196 0.9176  0.92
C 1.7734 -0.0137 1.1340  -0.09
C -1.8704 0.1289 -1.2165  0.79
S -0.5780 -0.7144 -0.5549  0.27
H 2.2488 0.8919 0.4934  0.07
H 2.3216 -0.3244 1.9777  0.02
H -1.9374 1.2903 -1.1064  0.00
H -2.5983 -0.6390 -1.6450  0.01

=====

# 6
This record from the OMol25 dataset describes an isolated ion of composition C3H10N3S and charge +1. The level of theory is ωB97M-V/def2-TZVPD.

Output
Energy above the lowest of the compared OMol25 structures with the same formula, charge and spin: 418.3 kJ/mol
HOMO (spin up / spin down): -0.505 / -0.505 Eh
Charge: +1
Multiplicity: 1
HOMO-LUMO gap (spin up / spin down): 7.4 / 7.4 eV
LUMO energy (spin up / spin down): -6.35 / -6.35 eV

Last column: Löwdin charge in e.
Element x y z (Å)
C 1.7305 -0.0460 0.6321  -0.28
C 0.1945 1.9153 -0.0421  -0.26
C -2.4025 -1.0273 -0.4651  -0.31
N 1.2580 0.9261 -0.3110  -0.03
N 0.9153 -1.2148 0.3731  -0.01
N -0.9964 1.1156 -0.2151  -0.25
S -1.6017 0.0054 0.7076  1.11
H 2.8611 -0.1714 0.5114  0.15
H 1.4903 0.3442 1.6854  0.15
H 0.2521 2.5111 0.8351  0.11
H 0.3248 2.8082 -0.7567  0.16
H -2.1966 -2.1335 -0.2921  0.10
H -1.8741 -0.9248 -1.3810  0.04
H -3.4417 -0.9221 -0.5880  0.04
H 1.1183 0.3847 -1.1826  0.14
H 1.1345 -1.9049 0.9761  0.04
H 1.2336 -1.6659 -0.4870  0.11

=====

# 7
This record from the OMol25 dataset describes one molecule with the formula C5H7NS. The level of theory is ωB97M-V/def2-TZVPD.

Output
Energy above the lowest of the compared OMol25 structures with the same formula, charge and spin: 369.3 kJ/mol
HOMO: -0.338 Eh
Structure (SMILES): C#CC1(S)CNC1
Multiplicity: 1
HOMO-LUMO gap: 10.1 eV
LUMO energy: 0.90 eV

Last column: Löwdin charge in e.
Element x y z (Å)
C -0.3992 0.1671 0.0451  -0.76
C 0.2454 -1.0483 0.8031  -0.24
C 0.7089 1.0180 0.8187  -0.13
C -0.2437 0.1188 -1.3926  -0.20
C -0.2578 -0.0671 -2.6073  0.12
H -2.6838 0.0292 -0.7265  -0.14
H 0.1743 -1.9980 0.2045  0.13
H -0.3091 -1.0749 1.7364  0.09
H 2.2812 -0.3906 1.5481  0.16
H 1.1172 1.9170 0.2568  0.12
H 0.3465 1.1649 1.9337  0.13
H -0.2975 -0.1360 -3.7170  0.05
N 1.4941 -0.3316 0.7413  -0.08
S -2.1764 0.6314 0.3558  0.75

=====

# 8
This record from the OMol25 dataset describes C25H24BrNO2Pd as an isolated structure. The level of theory is ωB97M-V/def2-TZVPD.

Output
Energy above the lowest of the compared OMol25 structures with the same formula, charge and spin: 0.0 kJ/mol
HOMO (spin up / spin down): -0.256 / -0.287 Eh
Multiplicity: 5
HOMO-LUMO gap (spin up / spin down): 7.3 / 4.7 eV
LUMO energy (spin up / spin down): 0.37 / -3.12 eV

Last column: Mulliken spin population.
Element x y z (Å)
C 3.5557 0.5487 3.4245  0.19
C 2.2556 1.0079 3.0655  0.17
C 1.5978 -0.0309 2.3363  0.15
H 1.8427 1.9951 3.2402  0.01
C 2.5016 -1.1505 2.2577  0.20
C 3.7077 -0.7831 2.9357  0.11
H 4.5549 -1.4384 3.1040  0.01
H 4.2859 1.1264 3.9809  0.01
H 0.6106 0.0274 1.8794  0.02
H 2.2905 -2.0741 1.7264  0.03
Pd 3.3165 0.4755 1.3894  0.93
Br 2.1736 2.6221 0.0876  0.18
C 5.2768 0.7551 -1.3123  0.07
C 6.0741 -0.1740 -0.5791  0.19
C 6.4610 0.4424 0.6468  0.34
H 6.4108 -1.1465 -0.9399  0.00
C 5.8941 1.7558 0.6807  -0.03
C 5.1721 1.9536 -0.5460  0.36
H 4.6424 2.8564 -0.8375  0.02
H 4.8892 0.6216 -2.3212  0.00
H 7.1474 0.0244 1.3832  0.01
H 6.0647 2.5199 1.4360  0.01
C -2.5585 0.5467 -4.3069  0.00
C -2.6248 1.1746 -2.9446  -0.06
C -2.0201 2.4154 -2.7297  0.16
C -1.9921 2.9996 -1.4585  -0.04
C -2.4680 2.2807 -0.3716  0.09
C -2.9989 0.9946 -0.5629  0.05
N -3.3233 0.2999 0.6029  0.36
C -3.2130 -1.0546 0.9249  0.03
C -3.9724 -1.5609 1.9961  0.06
C -3.9761 -2.9249 2.2569  -0.03
C -3.1598 -3.7768 1.4935  0.12
C -2.3044 -3.2745 0.5113  -0.05
C -2.3163 -1.9063 0.2560  0.11
C -1.2422 -1.3222 -0.6725  0.00
O -1.2594 -1.7741 -1.8387  0.06
O -0.4775 -0.4953 -0.1204  0.02
C -3.2450 0.5096 -1.8718  0.11
C -4.0799 -0.7037 -2.1060  0.00
H -2.0276 -0.4116 -4.2720  0.00
H -3.5454 0.3585 -4.7387  0.00
H -2.0283 1.1972 -5.0065  0.00
H -1.5878 2.9454 -3.5809  0.00
H -1.5805 3.9957 -1.3040  0.00
H -2.3863 2.6626 0.6490  0.00
H -3.5233 0.8976 1.4027  -0.02
H -4.5804 -0.8552 2.5669  0.00
H -4.5929 -3.3160 3.0672  0.00
H -3.1549 -4.8442 1.6840  0.01
H -1.6178 -3.9131 -0.0601  0.00
H -3.4556 -1.6015 -2.0870  0.01
H -4.8429 -0.8144 -1.3350  0.00
H -4.5701 -0.6633 -3.0819  0.00

=====

| no. | total energy (eV) |
| --- | --- |
| 1 | -8361.196 |
| 2 | -12865.644 |
| 3 | -110583.950 |
| 4 | -125990.913 |
| 5 | -14004.314 |
| 6 | -18568.538 |
| 7 | -17619.818 |
| 8 | -105415.749 |